{"formula": "C10H18N6OS2V", "method": "ωB97M-V/def2-TZVPD", "symbols": ["N", "S", "N", "C", "N", "H", "C", "H", "C", "H", "C", "H", "C", "H", "H", "H", "H", "N", "S", "H", "H", "N", "H", "C", "C", "H", "H", "C", "V", "H", "C", "H", "H", "N", "O", "H", "H", "C"], "coordinates": [[0.058, -2.698, 3.411], [2.170, -0.440, -0.442], [-4.152, 1.409, 0.208], [-0.134, -0.700, 2.590], [0.129, -3.300, -0.828], [-4.846, 0.895, -0.332], [-0.209, -2.794, 2.106], [3.735, 0.118, -2.601], [-1.199, -0.360, -0.925], [-0.361, -3.772, 1.637], [1.735, 1.179, -1.005], [0.323, 3.864, -0.982], [-2.574, -0.378, -0.214], [-0.258, 0.392, 2.410], [1.090, 3.988, 0.637], [-0.786, 0.621, -0.878], [0.631, 1.592, 0.511], [-0.556, -1.630, 1.584], [2.387, -4.753, -1.336], [-2.781, -1.201, 0.502], [-4.360, 2.189, 0.755], [1.101, 2.053, -0.232], [-1.201, -0.595, -2.019], [-2.916, 0.861, 0.570], [1.198, -3.817, -0.984], [2.366, -0.015, -3.669], [1.929, 2.458, -2.549], [0.170, -1.322, 3.742], [0.218, -1.464, -0.252], [3.475, 1.454, -3.886], [2.964, 0.754, -3.178], [-3.345, -0.557, -1.039], [0.195, -0.889, 4.725], [2.257, 1.559, -2.195], [-2.149, 1.444, 1.350], [2.132, 3.816, -0.779], [0.411, -3.497, 3.954], [1.152, 3.542, -0.363]], "lowdin_charge": [0.159, 0.890, 0.211, -0.078, 0.002, 0.134, -0.152, 0.107, -0.139, 0.164, -0.636, 0.108, -0.124, 0.124, 0.120, 0.062, 0.093, -0.047, 1.046, 0.137, 0.105, 0.006, 0.141, -0.487, -0.871, 0.096, 0.164, 0.043, 0.821, 0.135, -0.045, 0.158, 0.155, 0.004, 0.034, 0.114, 0.207, 0.037], "orbital_gap_ev": [5.48, 5.50], "e_lumo_ev": [-13.369, -13.346], "charge": 3, "e_homo_ev": [-18.85, -18.85]}

{"formula": "C38H17F15GeO2PPdS", "method": "ωB97M-V/def2-TZVPD", "symbols": ["H", "H", "C", "F", "H", "H", "F", "H", "F", "C", "C", "C", "H", "C", "F", "H", "Pd", "H", "Ge", "C", "C", "H", "C", "C", "F", "C", "H", "C", "C", "C", "S", "C", "F", "H", "H", "C", "F", "C", "F", "C", "C", "F", "F", "C", "H", "F", "F", "C", "C", "C", "C", "C", "C", "C", "C", "C", "C", "C", "F", "C", "H", "C", "H", "P", "H", "H", "C", "O", "O", "C", "F", "C", "C", "F", "C", "C"], "coordinates": [[-0.758, 4.608, 1.370], [7.352, 2.103, -1.856], [5.286, 1.972, -2.419], [-7.391, 2.539, 5.216], [3.278, -2.396, -0.616], [1.643, -1.792, 4.013], [-6.585, -5.241, -1.434], [-0.990, -4.823, -1.067], [-2.411, 1.872, -3.977], [1.851, -0.895, 2.085], [-6.484, -1.961, 0.031], [-4.776, -3.785, -1.142], [1.595, 4.958, 0.722], [-4.316, -2.573, -0.681], [-2.051, 0.673, -1.659], [3.188, 1.668, -2.731], [-0.717, -0.539, 0.037], [1.397, 0.036, 2.386], [-4.341, 0.002, 0.660], [-6.000, 2.759, 3.350], [4.989, 0.389, -0.138], [0.129, -4.274, -2.344], [1.335, 1.636, 0.136], [-0.062, -4.290, -1.275], [-6.081, -1.314, 2.937], [-5.403, 0.783, 2.088], [5.404, 2.578, -3.308], [1.157, 3.972, 0.646], [-5.135, -1.647, -0.057], [-5.341, 2.150, 2.306], [-2.442, -0.396, 1.756], [-6.980, -3.164, -0.430], [-3.015, -2.283, -0.865], [4.882, -0.218, 0.751], [0.743, -4.813, -0.755], [6.379, 1.699, -1.607], [-3.954, -4.656, -1.718], [-5.489, 1.715, -1.320], [-8.274, -3.443, -0.336], [-3.271, 1.193, -1.898], [-0.748, 2.507, 0.953], [-4.790, 3.022, -4.589], [-4.605, 2.914, 1.479], [-5.673, 2.362, -2.523], [2.695, -3.921, 3.342], [-5.923, 4.070, 3.542], [-7.358, -1.080, 0.528], [-6.119, -4.083, -1.000], [-3.420, 1.822, -3.117], [-0.167, 3.769, 1.023], [-4.631, 2.411, -3.429], [2.931, -2.268, 0.404], [1.998, -1.926, 2.999], [2.331, -1.063, 0.787], [-6.789, 0.600, 4.054], [1.913, 2.915, 0.177], [3.884, 0.687, -0.940], [-6.742, 1.973, 4.215], [-6.532, 1.657, -0.482], [-0.012, 1.428, 0.493], [-1.788, 2.391, 1.241], [2.598, -3.119, 2.621], [2.945, 3.061, -0.117], [2.217, 0.208, -0.463], [7.085, 0.694, 0.156], [3.526, -4.224, 1.027], [-6.099, 0.019, 3.010], [-0.463, -2.706, 0.480], [0.033, -1.895, -1.502], [4.041, 1.463, -2.093], [-7.472, -0.142, 4.915], [6.231, 0.907, -0.474], [-0.170, -2.900, -0.738], [-6.835, 2.927, -2.820], [3.064, -3.291, 1.323], [-4.288, 1.113, -0.966]], "lowdin_charge": [0.117, 0.116, -0.059, 0.163, 0.123, 0.117, 0.163, 0.090, 0.146, -0.079, -0.213, -0.134, 0.115, -0.214, 0.028, 0.116, 0.799, 0.105, 0.796, -0.135, -0.063, 0.092, -0.383, 0.025, 0.111, -0.172, 0.115, -0.058, -0.117, -0.225, 0.539, -0.132, 0.054, 0.109, 0.090, -0.049, 0.140, -0.220, 0.150, -0.204, -0.119, 0.164, 0.088, -0.132, 0.117, 0.145, 0.113, -0.122, -0.136, -0.046, -0.123, -0.098, -0.048, -0.396, -0.132, -0.061, -0.359, -0.121, 0.109, -0.244, 0.069, -0.041, 0.107, 1.229, 0.115, 0.117, -0.223, -0.097, -0.115, -0.094, 0.150, -0.054, -0.706, 0.153, -0.053, -0.117], "orbital_gap_ev": [8.67, 5.90], "spin_multiplicity": 5, "e_lumo_ev": [-2.325, -6.046], "charge": 1, "e_homo_ev": [-10.99, -11.95]}

{"formula": "C27H29AuN2O3S2Si", "method": "ωB97M-V/def2-TZVPD", "symbols": ["H", "H", "H", "H", "H", "H", "H", "Au", "H", "C", "C", "H", "C", "N", "H", "C", "N", "C", "S", "C", "C", "H", "C", "C", "C", "H", "H", "H", "H", "C", "C", "H", "Si", "O", "C", "H", "C", "C", "H", "O", "H", "C", "H", "C", "O", "C", "H", "C", "H", "C", "H", "H", "S", "H", "C", "C", "H", "C", "C", "C", "C", "C", "H", "H", "H"], "coordinates": [[2.859, -3.255, 2.285], [-6.846, 0.207, 0.364], [3.170, -1.487, -0.454], [2.430, -4.956, 2.094], [-3.890, 5.156, -0.966], [3.949, -4.357, 1.445], [-4.486, -0.428, 0.733], [-0.847, 1.066, -1.621], [2.824, -2.290, -1.975], [-0.375, -3.983, 1.328], [-2.240, -2.537, 1.308], [-2.238, 0.038, 0.482], [3.664, 1.462, 0.037], [-2.363, 0.973, 0.078], [4.576, -1.208, 3.628], [-3.979, 2.498, -0.905], [-1.637, -1.703, 0.466], [-2.928, 3.326, -1.530], [0.263, -1.043, -1.296], [-3.695, 1.327, -0.199], [-2.247, 5.533, -2.281], [-3.232, -2.241, 1.636], [-6.346, 2.049, -0.617], [-1.228, 4.978, -3.039], [1.854, -5.245, -1.094], [1.488, -4.996, -2.092], [-0.572, 5.600, -3.632], [3.983, 1.942, -0.879], [-2.208, -4.385, 2.400], [2.775, 0.225, 2.357], [1.916, 1.049, 1.641], [-2.392, 6.605, -2.267], [2.062, -3.680, -0.048], [1.843, 4.030, -0.510], [2.899, -4.103, 1.599], [5.316, -1.722, 2.107], [2.371, 1.670, 0.493], [-1.026, 3.605, -3.003], [2.422, -0.258, 3.260], [1.198, 2.038, -1.796], [4.187, -2.828, -0.989], [-5.318, 2.851, -1.081], [-1.786, 1.702, 0.501], [4.513, 0.643, 0.759], [-0.032, 2.621, 0.206], [-1.834, 2.800, -2.219], [-5.553, 3.757, -1.623], [3.159, -2.454, -0.953], [-0.208, 3.175, -3.567], [-3.094, 4.718, -1.555], [0.897, 1.222, 1.958], [5.939, -0.304, 2.952], [1.281, 2.712, -0.452], [-7.373, 2.355, -0.768], [4.082, 0.022, 1.931], [0.293, -3.152, 0.438], [1.146, -5.945, -0.648], [-1.669, -3.713, 1.748], [5.030, -0.854, 2.704], [-0.425, -2.018, -0.018], [-4.730, 0.498, 0.224], [-6.049, 0.853, 0.020], [5.524, 0.471, 0.409], [2.808, -5.764, -1.212], [0.127, -4.870, 1.700]], "lowdin_charge": [0.023, 0.106, 0.000, 0.022, 0.115, 0.030, 0.099, 0.933, 0.012, -0.093, -0.148, 0.051, -0.050, 0.101, 0.075, -0.123, -0.005, -0.191, 0.645, -0.234, -0.069, 0.097, -0.072, -0.064, -0.172, 0.031, 0.110, 0.123, 0.102, -0.035, -0.054, 0.107, 0.539, -0.274, -0.175, 0.076, -0.281, -0.116, 0.112, -0.426, 0.037, -0.022, 0.089, -0.046, -0.404, -0.171, 0.115, -0.207, 0.099, -0.036, 0.108, 0.082, 0.486, 0.106, -0.282, -0.252, 0.025, -0.067, -0.049, -0.696, -0.014, -0.076, 0.119, 0.029, 0.099], "orbital_gap_ev": [5.64, 5.64], "e_lumo_ev": [-2.357, -2.356], "charge": 0, "e_homo_ev": [-8.00, -8.00]}

Sequential M output: 353.4; 1032.6; 718.7 g mol⁻¹
Sequential max |F| output: 6.78; 0.95; 1.85 eV/Å